DFT (the ωB97M-V functional and the def2-TZVPD basis) results for a 2-piece molecular cluster, C6H8N4O4 overall.

```
22
Properties=species:S:1:pos:R:3
C -3.081 0.656 0.316
C -3.206 -0.485 -0.368
C -1.113 -0.371 0.307
C 1.715 0.197 -1.226
C 2.597 -0.932 -0.534
C 1.381 0.264 1.062
N -1.822 0.738 0.703
N -2.044 -1.156 -0.359
N 1.510 1.073 -0.062
N 2.252 -0.711 0.982
O -1.806 -2.337 -0.928
O 0.583 2.080 -0.287
O 2.836 -1.435 1.896
O -1.348 1.825 1.311
H -3.734 1.424 0.572
H -4.112 -1.014 -0.664
H 2.266 0.763 -2.051
H 0.765 -0.208 -1.657
H 2.335 -1.916 -0.827
H 3.778 -1.032 -0.697
H 0.736 0.538 1.890
H -0.487 2.039 0.619
```

* multiplicity: 3
* E_tot: -752.97113 Eh
* charge: -2
* frontier orbital gap (spin up / spin down): 3.547 / 5.925 eV
* HOMO energy (spin up / spin down): 2.96 / 0.37 eV

Mulliken atomic charge list, values in e, 2 entries: C -0.6340; C -0.5559

DFT (the ωB97M-V functional and the def2-TZVPD basis) results for C5H8N2O as an isolated structure.

```
16
Properties=species:S:1:pos:R:3
C -2.034 -1.095 -0.198
C -1.308 1.322 -0.092
C 1.077 -0.084 1.072
C 2.036 0.496 0.205
C 2.244 -0.330 -0.905
H -3.158 -0.432 -0.518
H -1.694 -1.899 -1.272
H -1.893 -1.601 1.015
H -2.416 1.957 -0.451
H 1.495 -0.025 2.164
H 2.212 1.644 0.498
H 2.896 -0.282 -1.939
H 1.996 -1.300 -0.714
N -0.953 -0.087 -0.028
N -0.068 -0.531 1.110
O -0.432 2.247 0.053
```

* E_tot: -379.78238 Eh
* charge: 0
* energy relative to the best compared isomer or geometry (same formula, charge and spin): 191.9 kcal per mole
* frontier orbital gap: 9.475 eV
* HOMO energy: -8.96 eV

Mulliken atomic charge list, values in e, 2 entries: C -0.7430; C 0.0929

DFT (the ωB97M-V functional and the def2-TZVPD basis) results for C55H31Cl4I2N5O3Sc as an isolated structure.

```
101
Properties=species:S:1:pos:R:3
Sc 0.013 -0.120 -0.203
Cl 1.477 3.195 8.576
C 1.395 2.583 6.957
C 2.564 2.373 6.245
C 2.495 1.860 4.962
C 1.269 1.538 4.384
C 0.106 1.766 5.121
C 0.161 2.290 6.399
C 1.166 0.941 3.036
C 0.610 -0.344 2.952
C 0.303 -1.176 4.090
C -0.019 -2.398 3.602
C 0.082 -2.309 2.167
C -0.113 -3.394 1.308
C -0.403 -4.706 1.944
C -1.708 -5.135 2.151
C -1.962 -6.355 2.753
C -0.900 -7.150 3.148
Cl -1.210 -8.682 3.899
C 0.409 -6.745 2.947
C 0.649 -5.522 2.348
C -0.012 -3.377 -0.086
N 0.319 -2.306 -0.855
C 0.276 -2.731 -2.145
C 0.617 -1.955 -3.260
C 0.410 -2.587 -4.590
C 1.388 -3.390 -5.167
C 1.155 -4.044 -6.365
C -0.069 -3.889 -6.994
Cl -0.377 -4.730 -8.478
C -1.053 -3.085 -6.444
C -0.808 -2.440 -5.245
C 1.131 -0.658 -3.188
C 1.529 0.132 -4.326
C 1.988 1.305 -3.839
C 1.876 1.233 -2.399
N 1.357 0.031 -2.034
C 2.224 2.273 -1.525
C 2.092 2.263 -0.125
C 2.589 3.309 0.732
C 2.308 2.941 2.006
C 1.643 1.667 1.933
N 1.530 1.281 0.630
C 2.656 3.551 -2.132
C 1.837 4.664 -1.953
C 2.138 5.877 -2.541
C 3.286 5.983 -3.309
Cl 3.676 7.491 -4.070
C 4.129 4.899 -3.485
C 3.811 3.687 -2.895
C -0.108 -4.121 -2.201
C -0.263 -4.529 -0.920
N 0.446 -1.049 1.801
H 3.517 2.599 6.697
H 3.406 1.676 4.413
H -0.847 1.518 4.678
H -0.745 2.462 6.961
H 0.348 -0.872 5.118
H -0.294 -3.280 4.152
H -2.527 -4.509 1.833
H -2.976 -6.688 2.915
H 1.225 -7.380 3.257
H 1.664 -5.192 2.186
H 2.335 -3.518 -4.664
H 1.909 -4.682 -6.801
H -2.005 -2.978 -6.941
H -1.576 -1.826 -4.800
H 1.453 -0.182 -5.351
H 2.328 2.162 -4.385
H 3.104 4.191 0.400
H 2.540 3.474 2.909
H 0.941 4.548 -1.363
H 1.489 6.728 -2.408
H 5.027 5.011 -4.075
H 4.465 2.839 -3.031
H -0.235 -4.696 -3.098
H -0.542 -5.503 -0.566
I -4.054 -2.357 -1.457
C -4.174 -0.611 -0.287
C -5.357 0.071 -0.080
C -5.349 1.208 0.696
I -7.206 2.200 1.009
C -4.164 1.712 1.256
C -4.060 2.889 2.025
C -2.834 3.301 2.464
C -1.701 2.538 2.145
N -1.752 1.418 1.466
C -2.950 0.998 1.023
C -2.941 -0.212 0.237
O -1.874 -0.872 0.023
H -6.273 -0.281 -0.532
H -4.946 3.465 2.250
H -2.732 4.203 3.048
H -0.722 2.873 2.461
C -1.952 3.547 -1.350
C -1.069 2.416 -1.925
O -0.605 2.542 -3.048
O -0.904 1.420 -1.146
H -2.021 4.359 -2.069
H -1.524 3.903 -0.415
H -2.948 3.160 -1.147
```

* E_tot: -5811.29931 Eh
* charge: -1
* frontier orbital gap: 5.742 eV
* HOMO energy: -4.70 eV

Mulliken atomic charge list, values in e, 2 entries: Sc -0.9260; Cl -0.2404